{"formula": "C7H9PS3", "method": "the ωB97M-V functional and the def2-TZVPD basis", "e_tot_ev": -49196.82249, "multiplicity": 1, "total_charge": 0, "lumo_energy_ev": -0.14, "e_homo_ev": -7.812, "elements": ["C", "C", "C", "C", "C", "C", "C", "P", "S", "S", "S", "H", "H", "H", "H", "H", "H", "H", "H", "H"], "xyz": [[0.0607, -0.8072, 1.5103], [-1.0766, 0.2017, 1.4604], [1.2255, 0.1742, 1.7831], [-0.6319, 1.5016, 1.6700], [-0.6220, -0.9027, -1.0900], [0.8753, 1.4749, 1.8900], [1.8664, 0.2240, -1.8655], [-2.0655, -1.7625, -1.2591], [0.4178, -1.8102, -0.0631], [-2.8642, -0.5945, -2.8518], [0.0820, 0.3472, -2.1499], [-0.1661, -1.5572, 2.2888], [-2.1620, 0.0322, 1.4054], [2.1802, -0.2288, 1.7660], [-1.2782, 2.3264, 1.6474], [1.5254, 2.3011, 1.8757], [2.0702, 0.7447, -0.9255], [2.3938, 0.5924, -2.7652], [2.0062, -0.7808, -1.6024], [-3.8369, -1.4763, -2.7248]]}


{"formula": "C80H140N20", "method": "the ωB97M-V functional and the def2-TZVPD basis", "e_tot_ev": -115028.20811, "multiplicity": 1, "total_charge": 0, "lumo_energy_ev": 0.37, "e_homo_ev": -10.743, "elements": ["C", "C", "C", "C", "N", "H", "H", "H", "H", "H", "H", "H", "C", "C", "C", "C", "N", "H", "H", "H", "H", "H", "H", "H", "C", "C", "C", "C", "N", "H", "H", "H", "H", "H", "H", "H", "C", "C", "C", "C", "N", "H", "H", "H", "H", "H", "H", "H", "C", "C", "C", "C", "N", "H", "H", "H", "H", "H", "H", "H", "C", "C", "C", "C", "N", "H", "H", "H", "H", "H", "H", "H", "C", "C", "C", "C", "N", "H", "H", "H", "H", "H", "H", "H", "C", "C", "C", "C", "N", "H", "H", "H", "H", "H", "H", "H", "C", "C", "C", "C", "N", "H", "H", "H", "H", "H", "H", "H", "C", "C", "C", "C", "N", "H", "H", "H", "H", "H", "H", "H", "C", "C", "C", "C", "N", "H", "H", "H", "H", "H", "H", "H", "C", "C", "C", "C", "N", "H", "H", "H", "H", "H", "H", "H", "C", "C", "C", "C", "N", "H", "H", "H", "H", "H", "H", "H", "C", "C", "C", "C", "N", "H", "H", "H", "H", "H", "H", "H", "C", "C", "C", "C", "N", "H", "H", "H", "H", "H", "H", "H", "C", "C", "C", "C", "N", "H", "H", "H", "H", "H", "H", "H", "C", "C", "C", "C", "N", "H", "H", "H", "H", "H", "H", "H", "C", "C", "C", "C", "N", "H", "H", "H", "H", "H", "H", "H", "C", "C", "C", "C", "N", "H", "H", "H", "H", "H", "H", "H", "C", "C", "C", "C", "N", "H", "H", "H", "H", "H", "H", "H"], "xyz": [[20.3107, 13.1327, 9.6445], [21.1140, 13.2039, 10.8859], [20.7984, 14.4175, 11.8498], [19.4062, 14.4413, 12.3938], [18.3971, 14.2861, 12.9177], [20.2394, 14.1142, 9.1688], [19.2904, 12.7443, 9.8213], [20.7825, 12.5089, 8.8715], [22.1471, 13.3873, 10.5465], [21.0200, 12.3455, 11.5188], [20.9479, 15.3098, 11.2848], [21.4925, 14.4780, 12.6659], [14.5299, 9.3487, 22.6066], [13.1321, 9.5342, 23.2514], [13.2577, 10.4466, 24.5135], [13.7823, 11.7436, 24.1510], [14.1552, 12.7972, 23.8722], [15.2031, 8.7764, 23.3128], [14.9639, 10.3438, 22.4479], [14.5410, 8.7976, 21.6204], [12.6797, 8.5849, 23.5473], [12.4216, 9.9652, 22.5357], [13.7710, 9.8771, 25.2971], [12.1916, 10.5273, 24.7736], [13.3100, 18.5219, 21.8307], [14.3802, 18.5693, 22.9039], [15.7318, 18.9698, 22.2944], [16.1370, 18.1999, 21.0751], [16.4399, 17.7547, 20.0760], [13.5548, 17.8583, 21.0217], [13.1615, 19.5133, 21.3534], [12.3377, 18.1354, 22.2693], [14.3961, 17.5934, 23.3932], [14.1162, 19.2161, 23.7089], [16.5323, 18.8591, 23.0558], [15.6687, 20.0031, 21.9079], [12.8998, 10.6874, 18.9503], [13.6094, 11.8714, 19.6918], [14.9361, 12.1635, 18.9817], [15.9456, 11.1214, 19.2889], [16.6855, 10.3434, 19.6559], [12.6332, 11.0455, 17.9432], [11.9946, 10.4481, 19.4722], [13.4128, 9.7319, 18.9209], [13.7693, 11.6387, 20.7898], [12.9193, 12.7190, 19.5802], [15.4592, 13.0768, 19.3310], [14.7214, 12.2606, 17.8738], [22.5453, 11.5249, 22.4415], [23.3093, 12.2888, 23.5560], [23.3943, 13.7508, 23.3725], [24.0070, 14.1523, 22.0454], [24.6783, 14.5406, 21.2273], [21.6263, 12.0695, 22.1781], [22.2031, 10.5066, 22.6531], [23.1131, 11.4481, 21.5047], [24.3294, 11.9257, 23.6986], [22.8101, 12.1942, 24.4985], [23.9483, 14.2633, 24.1584], [22.4085, 14.1397, 23.5109], [23.2168, 20.4864, 21.1779], [22.6632, 19.2985, 20.3905], [21.9649, 19.6847, 19.0776], [22.8249, 20.5019, 18.2230], [23.4911, 21.2477, 17.6526], [22.3903, 21.1810, 21.4781], [23.9642, 21.0867, 20.6038], [23.6014, 20.0689, 22.0490], [21.9258, 18.7799, 21.0312], [23.4269, 18.4838, 20.2299], [21.1248, 20.3689, 19.2539], [21.6426, 18.7953, 18.5227], [20.7833, 14.6913, 20.9343], [20.9734, 16.1036, 20.4674], [19.6352, 16.9450, 20.5005], [19.0868, 17.2931, 21.8510], [18.7250, 17.6997, 22.8597], [21.7199, 14.0983, 20.9764], [20.0558, 14.1182, 20.3968], [20.4142, 14.6852, 22.0219], [21.3059, 16.1322, 19.4191], [21.7426, 16.5505, 21.1004], [18.8252, 16.4820, 19.9260], [19.8288, 17.9077, 19.9773], [20.3494, 8.5906, 19.2031], [20.2343, 9.7450, 20.2093], [19.7541, 11.1398, 19.6958], [20.7600, 11.8575, 18.9145], [21.7324, 12.3041, 18.5226], [20.7334, 7.7200, 19.7730], [21.0140, 8.7479, 18.3484], [19.3814, 8.2922, 18.7851], [21.2771, 9.9114, 20.5839], [19.6239, 9.3923, 20.9954], [19.4459, 11.7810, 20.5620], [18.8928, 11.0107, 19.1050], [15.8630, 15.6629, 25.2860], [16.5995, 14.9889, 24.1593], [15.9103, 15.0894, 22.7824], [16.7955, 14.4039, 21.7913], [17.4944, 13.7623, 21.1272], [14.9104, 15.2257, 25.4889], [15.6453, 16.6881, 25.1166], [16.4425, 15.6049, 26.2386], [16.7533, 13.9071, 24.4219], [17.5658, 15.4823, 24.1384], [15.6851, 16.0625, 22.4685], [14.9804, 14.4700, 22.8319], [16.7555, 19.8678, 17.4014], [17.9573, 20.7889, 17.7559], [17.9966, 20.9596, 19.2341], [16.8571, 21.6539, 19.8235], [15.9404, 22.2400, 20.1872], [16.6715, 19.5126, 16.3609], [15.7456, 20.3676, 17.5030], [16.8052, 19.0037, 18.0586], [17.7735, 21.7537, 17.2910], [18.8817, 20.2806, 17.4359], [18.8503, 21.5871, 19.4154], [18.1196, 19.9065, 19.5992], [15.8208, 11.8343, 15.3630], [16.4794, 10.9222, 14.3270], [18.0027, 11.0655, 14.2195], [18.6887, 11.0039, 15.5470], [19.1400, 11.0799, 16.5906], [14.7363, 11.7382, 15.3906], [16.0913, 12.8873, 15.3279], [16.1130, 11.4718, 16.3470], [16.0467, 11.2228, 13.3484], [16.2943, 9.8944, 14.6297], [18.2839, 12.0140, 13.8160], [18.4530, 10.3078, 13.5973], [22.9965, 22.0942, 13.6031], [23.0142, 20.6079, 13.3098], [22.7806, 19.7969, 14.5933], [21.4069, 20.0353, 15.0290], [20.4550, 20.4426, 15.4685], [22.0130, 22.3723, 13.9849], [23.2572, 22.6973, 12.6594], [23.7057, 22.4383, 14.3672], [23.9399, 20.2506, 12.8103], [22.1761, 20.4035, 12.5481], [23.4884, 20.1301, 15.3579], [22.8508, 18.7270, 14.3937], [18.4602, 20.0337, 12.3722], [17.6750, 18.9624, 13.0493], [18.2918, 18.2999, 14.2929], [19.5509, 17.6734, 13.9771], [20.5276, 17.1348, 13.6361], [17.8512, 20.3304, 11.5090], [19.3887, 19.6985, 11.9402], [18.6076, 20.9094, 13.0155], [17.3135, 18.1784, 12.3528], [16.7220, 19.3847, 13.4706], [17.5823, 17.5750, 14.6344], [18.4693, 19.0328, 15.0962], [13.7010, 14.6873, 13.3164], [15.1888, 14.7797, 13.0939], [15.5827, 15.8586, 12.0273], [14.9959, 17.1641, 12.3720], [14.5004, 18.1519, 12.6828], [13.2003, 14.6207, 12.3993], [13.3100, 15.4546, 13.9560], [13.5035, 13.8613, 14.0213], [15.6372, 13.8133, 12.6783], [15.7611, 14.8800, 14.0700], [15.1082, 15.5956, 11.0964], [16.6386, 16.0248, 11.8670], [13.8752, 17.8524, 15.6655], [13.0627, 18.1093, 16.9063], [11.9788, 17.0613, 17.0717], [12.5222, 15.7376, 16.9909], [13.0082, 14.7037, 17.0026], [14.5643, 17.0109, 15.9630], [14.5204, 18.7223, 15.3691], [13.3550, 17.5654, 14.7488], [12.6016, 19.0773, 16.8842], [13.7622, 18.0764, 17.7649], [11.2110, 17.1441, 16.2651], [11.4841, 17.1802, 18.0285], [16.7421, 15.2806, 17.6591], [17.9719, 14.4844, 17.8556], [19.0219, 14.7896, 16.7956], [19.4509, 16.1391, 16.8473], [19.7152, 17.2635, 17.0101], [16.1323, 15.3178, 18.5360], [16.1034, 14.9974, 16.8165], [17.0087, 16.3110, 17.4358], [17.8053, 13.4127, 17.8715], [18.4927, 14.6094, 18.8220], [18.5814, 14.5610, 15.7730], [19.9552, 14.2008, 16.9151], [10.0752, 12.2254, 23.0925], [9.8251, 13.6484, 23.6801], [11.1419, 14.3816, 23.8223], [11.7131, 14.7646, 22.5082], [12.1637, 14.8770, 21.4695], [10.2855, 12.1633, 22.0221], [9.2863, 11.4985, 23.3873], [11.0060, 12.0076, 23.5565], [9.3439, 13.5928, 24.6467], [9.1340, 14.2462, 23.1069], [11.9491, 13.7725, 24.3041], [11.0534, 15.2778, 24.4510], [18.4337, 8.8127, 23.6619], [18.1242, 10.1506, 22.9905], [18.1442, 11.3777, 23.8595], [17.2212, 11.2423, 24.9910], [16.5062, 11.0373, 25.8328], [19.4956, 8.7308, 23.9142], [18.3018, 8.0525, 22.9296], [17.7538, 8.5983, 24.5173], [17.1945, 10.1532, 22.4106], [18.9032, 10.3637, 22.2725], [17.8687, 12.1498, 23.1785], [19.1497, 11.4750, 24.2311], [22.1840, 14.5556, 15.7154], [22.4182, 15.0951, 17.0956], [23.7012, 14.6186, 17.7356], [24.7809, 15.2492, 16.9598], [25.6303, 15.6292, 16.3256], [22.0585, 13.4808, 15.8525], [23.0249, 14.7005, 15.0548], [21.2635, 15.0436, 15.2957], [21.6339, 14.7231, 17.8220], [22.4225, 16.1719, 17.1573], [23.7407, 13.5359, 17.6591], [23.7928, 14.9103, 18.8117], [24.1818, 9.4354, 17.7408], [23.8224, 10.1885, 16.4028], [22.3921, 9.9142, 15.9563], [22.0464, 10.7544, 14.7011], [21.5877, 11.2109, 13.7345], [25.0304, 9.8786, 18.1974], [24.3590, 8.3552, 17.6375], [23.4024, 9.5178, 18.4449], [24.3685, 9.8954, 15.5732], [23.9442, 11.2693, 16.5741], [21.7026, 10.1381, 16.7685], [22.2695, 8.8615, 15.7235]]}